(1)
Computed, not measured: a molecular structure, C29H25BrI2N4O3Ti, with ωB97M-V/def2-TZVPD.

Calculated values
LUMO in eV: -6.6756
Kohn-Sham gap in eV: 6.4
Net charge: +2

Geometry (Å):
Ti  0.566  -0.290  0.842
I  4.431  -6.669  -1.055
C  3.241  -4.989  -0.780
C  2.210  -4.720  -1.669
C  1.404  -3.602  -1.491
I  -0.156  -3.191  -2.787
C  1.662  -2.762  -0.419
O  0.868  -1.680  -0.196
C  2.691  -3.014  0.485
C  2.963  -2.046  1.600
N  1.725  -1.494  2.219
C  0.829  -2.500  2.815
C  -0.421  -1.779  3.240
C  -1.180  -2.172  4.325
C  -2.286  -1.417  4.685
C  -2.590  -0.273  3.959
C  -1.799  0.057  2.881
N  -0.742  -0.690  2.508
C  3.474  -4.141  0.296
H  2.026  -5.385  -2.501
H  3.567  -2.532  2.369
H  3.529  -1.185  1.233
H  2.019  -0.836  2.939
H  0.602  -3.255  2.058
H  1.294  -3.008  3.662
H  -0.895  -3.050  4.888
H  -2.892  -1.707  5.533
H  -3.425  0.359  4.222
H  -1.998  0.944  2.295
H  4.278  -4.358  0.989
O  3.437  3.883  -0.892
C  2.425  4.291  -0.059
C  1.991  5.604  -0.001
C  0.958  5.940  0.863
C  0.368  4.973  1.661
C  0.813  3.661  1.595
C  1.839  3.303  0.733
C  2.377  1.893  0.624
O  1.654  1.018  1.465
N  2.241  1.305  -0.724
N  0.917  0.966  -0.879
C  0.255  1.157  -1.952
C  -1.106  0.704  -2.059
Br  -1.803  0.060  -0.391
C  -1.839  0.784  -3.175
C  -3.198  0.351  -3.454
C  -3.948  1.103  -4.366
C  -5.252  0.747  -4.657
C  -5.806  -0.387  -4.076
C  -5.054  -1.165  -3.206
C  -3.757  -0.799  -2.888
H  3.867  4.645  -1.298
H  2.456  6.363  -0.619
H  0.621  6.966  0.916
H  -0.424  5.245  2.345
H  0.378  2.912  2.244
H  3.437  1.845  0.879
H  2.593  1.947  -1.435
H  0.696  1.661  -2.810
H  -1.326  1.271  -4.002
H  -3.509  1.975  -4.834
H  -5.830  1.343  -5.348
H  -6.820  -0.676  -4.317
H  -5.477  -2.066  -2.784
H  -3.169  -1.440  -2.245

Results of the natural (NBO) charge analysis, in e, for atoms 1 through 4: 1.687, 0.247, -0.160, -0.229

=====

(2)
Computed, not measured: a molecular structure, C29H25F2N5O4STc at a distorted geometry, with ωB97M-V/def2-TZVPD.

Calculated values
LUMO (alpha / beta) in eV: -0.3715 / -1.5883
<S²>: 3.784
Kohn-Sham gap (alpha / beta) in eV: 7.2 / 5.9
Spin multiplicity: 4
Net charge: 0

Geometry (Å):
Tc  -0.010  -1.002  -0.502
O  -0.873  -1.880  1.034
C  -1.998  -1.638  1.655
C  -2.486  -2.576  2.583
C  -3.709  -2.413  3.189
C  -4.483  -1.276  2.938
C  -4.008  -0.319  2.080
C  -2.775  -0.470  1.416
C  -2.396  0.534  0.482
N  -1.349  0.521  -0.292
N  -1.272  1.574  -1.169
C  -0.281  1.405  -1.999
O  0.483  0.364  -1.952
C  -0.059  2.447  -3.021
C  -1.124  3.262  -3.407
C  -0.935  4.230  -4.377
C  0.316  4.399  -4.957
C  1.379  3.605  -4.555
C  1.197  2.628  -3.590
H  -1.873  -3.444  2.787
H  -4.078  -3.174  3.863
H  -5.445  -1.152  3.415
H  -4.585  0.576  1.877
H  -3.061  1.384  0.354
H  -2.082  3.111  -2.934
H  -1.761  4.859  -4.682
H  0.464  5.150  -5.722
H  2.355  3.752  -4.999
H  2.021  2.008  -3.260
F  3.762  2.669  0.907
C  3.465  1.376  0.706
C  2.146  1.012  0.526
C  1.813  -0.315  0.287
C  2.848  -1.275  0.282
C  4.162  -0.857  0.449
F  5.175  -1.742  0.376
C  4.501  0.464  0.653
C  2.431  -2.655  0.028
C  3.176  -3.798  0.299
C  2.641  -5.041  0.014
C  1.361  -5.119  -0.518
C  0.666  -3.948  -0.731
N  1.185  -2.748  -0.473
H  1.390  1.787  0.552
H  5.532  0.769  0.742
H  4.156  -3.714  0.737
H  3.211  -5.938  0.212
H  0.902  -6.067  -0.756
H  -0.339  -3.955  -1.133
O  -3.431  -1.419  -2.796
C  -2.732  -1.756  -1.862
O  -1.444  -1.910  -1.885
H  -3.205  -1.986  -0.880
C  1.460  0.460  -6.633
N  1.836  -0.332  -5.475
C  1.078  -1.039  -4.614
S  1.939  -1.940  -3.443
N  -0.241  -1.112  -4.671
C  -1.158  -0.435  -5.577
H  2.331  1.030  -6.952
H  0.677  1.173  -6.393
H  1.138  -0.163  -7.470
H  2.819  -0.456  -5.307
H  -0.685  -1.550  -3.867
H  -0.987  -0.744  -6.608
H  -1.090  0.652  -5.495
H  -2.162  -0.731  -5.286

Results of the natural (NBO) charge analysis, in e, for atoms 1 through 4: 1.497, -0.678, 0.469, -0.297

=====

(3)
Computed, not measured: a molecular structure, C29H26BBr2N12O2Ta, with ωB97M-V/def2-TZVPD.

Calculated values
LUMO (alpha / beta) in eV: -10.2276 / -12.1140
<S²>: 0.771
Kohn-Sham gap (alpha / beta) in eV: 6.1 / 4.3
Spin multiplicity: 2
Net charge: +3

Geometry (Å):
Ta  -0.043  0.082  0.653
C  3.707  0.623  1.418
C  3.241  -0.357  0.399
C  4.045  -1.174  -0.378
C  3.185  -1.887  -1.191
N  1.931  -1.496  -0.947
N  1.938  -0.563  0.064
B  0.604  -2.143  -1.406
N  -0.029  -2.806  -0.186
C  -0.342  -4.055  0.147
C  -0.827  -4.063  1.450
C  -0.803  -2.752  1.878
C  -1.217  -2.194  3.196
N  -0.311  -1.978  0.865
N  -0.394  -0.799  -1.749
C  -0.822  -0.700  -3.024
C  -0.683  0.601  -3.471
C  -0.148  1.324  -2.412
C  0.333  2.732  -2.401
N  -0.033  0.485  -1.357
N  0.722  -2.996  -2.583
C  1.417  -2.784  -3.751
C  0.896  -3.607  -4.696
C  -0.166  -4.306  -4.048
C  -1.056  -5.352  -4.624
N  -0.282  -3.913  -2.797
H  4.791  0.691  1.373
H  3.310  1.622  1.232
H  3.433  0.306  2.423
H  5.119  -1.237  -0.354
H  3.393  -2.657  -1.916
H  -0.219  -4.850  -0.569
H  -1.157  -4.921  2.011
H  -1.023  -2.923  3.980
H  -0.679  -1.280  3.452
H  -2.289  -1.991  3.202
H  -1.130  -1.590  -3.554
H  -0.901  0.969  -4.460
H  0.962  2.883  -3.279
H  -0.482  3.450  -2.479
H  0.931  2.951  -1.519
H  2.222  -2.070  -3.824
H  1.226  -3.722  -5.715
H  -0.485  -6.256  -4.839
H  -1.851  -5.602  -3.927
H  -1.495  -5.013  -5.562
C  -2.437  2.633  -0.627
C  -1.378  3.197  0.266
C  -1.438  4.574  0.571
C  -0.626  5.133  1.520
C  0.233  4.286  2.247
C  1.000  4.661  3.411
Br  1.085  6.412  3.937
C  1.662  3.699  4.185
C  1.623  2.360  3.853
Br  2.349  1.067  4.955
C  0.963  1.985  2.660
O  0.867  0.748  2.252
C  0.273  2.954  1.860
N  -0.449  2.420  0.838
H  -3.396  2.741  -0.114
H  -2.306  1.585  -0.871
H  -2.525  3.212  -1.546
H  -2.170  5.181  0.053
H  -0.691  6.188  1.749
H  2.185  4.014  5.078
O  -1.826  0.169  1.279
N  -3.157  0.218  1.484
C  -3.476  0.789  2.589
C  -2.471  1.351  3.461
N  -1.604  1.804  4.061
C  -4.863  0.915  2.918
N  -5.967  1.026  3.210

Results of the Löwdin charge analysis, in e, for atoms 1 through 4: 2.024, -0.004, -0.264, 0.048

=====

(4)
Computed, not measured: a molecular structure, C29H26BBrN3O6RuS, with ωB97M-V/def2-TZVPD.

Calculated values
LUMO (alpha / beta) in eV: 0.0636 / 0.0939
<S²>: 0.763
Kohn-Sham gap (alpha / beta) in eV: 6.7 / 6.3
Spin multiplicity: 2
Net charge: 0

Geometry (Å):
Ru  -0.384  0.162  0.596
Br  1.969  1.201  -0.008
C  2.531  0.872  1.787
C  3.807  0.489  2.059
C  4.095  -0.043  3.341
C  3.084  -0.269  4.227
C  1.747  0.121  3.935
C  0.670  -0.183  4.803
C  -0.604  0.209  4.488
C  -0.837  1.048  3.381
C  0.183  1.419  2.506
C  1.477  0.814  2.738
H  4.572  0.526  1.296
H  5.110  -0.333  3.577
H  3.282  -0.761  5.171
H  0.870  -0.749  5.704
H  -1.436  -0.060  5.125
H  -1.824  1.476  3.253
O  0.957  3.804  1.873
B  0.062  2.753  1.710
O  -0.996  3.104  0.888
C  -0.705  4.383  0.461
C  -1.406  5.169  -0.423
C  -0.878  6.436  -0.668
C  0.293  6.870  -0.056
C  1.000  6.055  0.827
C  0.470  4.808  1.062
H  -2.296  4.800  -0.911
H  -1.390  7.094  -1.358
H  0.669  7.860  -0.276
H  1.917  6.376  1.301
C  2.747  -3.060  1.954
N  1.871  -3.721  1.008
C  2.344  -4.955  0.412
C  1.164  -5.742  -0.114
C  0.410  -4.875  -1.098
N  0.136  -3.558  -0.548
C  -0.867  -2.805  -1.277
C  0.861  -2.982  0.451
O  0.632  -1.850  0.901
H  3.171  -3.810  2.623
H  2.182  -2.340  2.536
H  3.567  -2.531  1.458
H  2.874  -5.515  1.184
H  3.062  -4.756  -0.396
H  0.515  -6.020  0.718
H  1.500  -6.655  -0.605
H  -0.548  -5.332  -1.357
H  0.977  -4.776  -2.033
H  -1.847  -3.277  -1.169
H  -0.611  -2.769  -2.339
H  -0.917  -1.790  -0.902
O  -2.412  0.353  -3.401
S  -2.681  1.136  -2.229
O  -2.460  2.552  -2.291
N  -1.950  0.491  -0.918
C  -2.820  0.025  -0.026
O  -2.365  -0.473  1.032
C  -4.248  0.181  -0.406
C  -5.392  -0.182  0.282
C  -6.618  0.088  -0.315
C  -6.687  0.701  -1.562
C  -5.534  1.068  -2.250
C  -4.327  0.795  -1.643
H  -5.321  -0.657  1.251
H  -7.533  -0.182  0.196
H  -7.655  0.897  -2.004
H  -5.583  1.547  -3.218

Results of the natural (NBO) charge analysis, in e, for atoms 1 through 4: 0.568, 0.207, -0.030, -0.256

=====

(5)
Computed, not measured: a molecular structure, C29H26Cl2IrN5O4, with ωB97M-V/def2-TZVPD.

Calculated values
LUMO (alpha / beta) in eV: -6.1124 / -8.0887
<S²>: 6.030
Kohn-Sham gap (alpha / beta) in eV: 4.6 / 5.3
Spin multiplicity: 5
Net charge: +2

Geometry (Å):
Ir  0.206  1.018  2.020
O  1.795  -5.658  1.776
C  0.798  -5.050  1.181
O  0.007  -5.568  0.425
C  0.698  -3.580  1.530
C  1.830  -2.779  1.574
C  1.658  -1.409  1.724
N  0.424  -0.905  1.830
C  -0.683  -1.667  1.853
C  -0.570  -3.034  1.701
C  -1.936  -0.882  2.025
C  -3.192  -1.448  2.114
C  -4.297  -0.619  2.266
C  -4.111  0.751  2.323
C  -2.823  1.258  2.238
N  -1.764  0.462  2.097
C  2.721  -0.371  1.793
C  4.068  -0.647  1.666
C  4.984  0.395  1.750
C  4.522  1.681  1.959
C  3.156  1.893  2.076
N  2.277  0.897  1.995
H  2.815  -3.212  1.475
H  -1.435  -3.682  1.682
H  -3.310  -2.521  2.083
H  -5.288  -1.044  2.350
H  -4.944  1.427  2.448
H  -2.606  2.317  2.301
H  4.406  -1.661  1.506
H  6.042  0.196  1.656
H  5.201  2.517  2.038
H  2.743  2.878  2.250
Cl  2.456  6.698  -2.052
C  1.895  5.208  -1.481
C  1.989  4.094  -2.318
C  1.507  2.905  -1.817
Cl  1.604  1.503  -2.824
C  0.940  2.752  -0.511
O  0.489  1.618  -0.153
C  0.880  3.951  0.358
C  0.332  3.982  1.666
O  -0.133  2.988  2.364
C  1.352  5.143  -0.179
H  2.418  4.169  -3.305
H  0.261  4.958  2.142
H  1.299  6.048  0.410
C  -1.875  -0.124  -3.384
C  -1.754  0.163  -1.867
N  -1.416  -1.057  -1.141
C  -0.106  -1.534  -1.571
C  -0.106  -1.820  -3.092
N  -1.501  -1.566  -3.593
C  -2.475  -2.459  -2.884
C  -2.428  -2.077  -1.385
H  -1.192  0.479  -3.980
H  -2.886  0.002  -3.768
H  -2.693  0.560  -1.480
H  -0.972  0.891  -1.678
H  0.138  -2.441  -1.017
H  0.629  -0.766  -1.334
H  0.141  -2.853  -3.335
H  0.557  -1.158  -3.646
H  -1.534  -1.773  -4.590
H  -2.166  -3.485  -3.071
H  -3.452  -2.297  -3.336
H  -2.193  -2.961  -0.792
H  -3.395  -1.696  -1.059

Results of the natural (NBO) charge analysis, in e, for atoms 1 through 4: 1.058, -0.116, 0.686, -0.530

=====

(6)
Computed, not measured: a molecular structure, C29H26CoN5OS3 at a distorted geometry, with ωB97M-V/def2-TZVPD.

Calculated values
LUMO (alpha / beta) in eV: 2.3745 / 2.3748
<S²>: 0.890
Kohn-Sham gap (alpha / beta) in eV: 6.9 / 6.8
Spin multiplicity: 2
Net charge: -1

Geometry (Å):
Co  -1.747  0.711  -0.935
C  2.240  3.073  0.756
C  3.328  2.122  1.190
C  4.316  2.544  2.080
C  5.367  1.721  2.454
C  5.452  0.438  1.933
C  4.474  -0.009  1.057
C  3.416  0.814  0.689
N  2.462  0.306  -0.233
C  1.087  0.384  -0.065
N  0.701  0.399  1.232
C  -0.608  0.514  1.778
C  -1.725  0.729  0.976
C  -2.946  0.832  1.650
C  -3.061  0.681  3.024
C  -1.922  0.439  3.782
C  -0.678  0.370  3.172
C  0.566  0.133  3.997
N  0.263  0.379  -1.050
C  0.822  0.432  -2.362
C  1.063  1.660  -2.959
C  1.561  1.723  -4.254
C  1.820  0.548  -4.949
C  1.569  -0.676  -4.345
C  1.074  -0.755  -3.045
C  0.766  -2.075  -2.388
H  2.546  4.103  0.939
H  1.304  2.900  1.291
H  2.022  2.961  -0.307
H  4.262  3.555  2.470
H  6.123  2.085  3.139
H  6.271  -0.215  2.211
H  4.515  -1.011  0.646
H  2.771  0.082  -1.165
H  1.452  0.316  1.893
H  -3.841  1.022  1.067
H  -4.032  0.739  3.503
H  -1.992  0.299  4.856
H  0.313  0.098  5.056
H  1.307  0.932  3.869
H  1.053  -0.815  3.741
H  0.813  2.562  -2.411
H  1.732  2.686  -4.721
H  2.192  0.586  -5.966
H  1.747  -1.596  -4.894
H  0.781  -2.882  -3.121
H  -0.223  -2.041  -1.925
H  1.488  -2.312  -1.600
S  -2.111  0.008  -3.501
C  -2.792  -1.212  -2.553
N  -2.650  -1.224  -1.262
C  -3.277  -2.295  -0.643
C  -3.270  -2.579  0.723
C  -3.966  -3.687  1.184
C  -4.663  -4.521  0.306
C  -4.655  -4.261  -1.059
C  -3.956  -3.153  -1.522
S  -3.749  -2.574  -3.152
H  -2.731  -1.928  1.402
H  -3.968  -3.905  2.246
H  -5.206  -5.378  0.687
H  -5.185  -4.907  -1.750
O  -3.569  4.622  -0.678
S  -3.797  3.207  -0.963
N  -2.721  2.294  -1.225

Results of the natural (NBO) charge analysis, in e, for atoms 1 through 4: 0.999, -0.647, -0.009, -0.199

=====

(7)
Computed, not measured: a molecular structure, C29H26N10PtS, with ωB97M-V/def2-TZVPD.

Calculated values
LUMO (alpha / beta) in eV: -11.4793 / -13.4072
<S²>: 6.087
Kohn-Sham gap (alpha / beta) in eV: 6.3 / 5.3
Spin multiplicity: 5
Net charge: +4

Geometry (Å):
Pt  -0.268  -0.429  0.523
N  -1.743  0.968  -3.240
C  -1.192  0.201  -2.332
N  -0.885  0.629  -1.117
C  -1.125  1.975  -0.764
N  -0.830  2.403  0.433
N  -0.332  1.402  1.213
C  0.005  1.563  2.445
C  0.479  0.366  3.143
C  0.944  0.383  4.439
C  1.350  -0.814  5.029
C  1.273  -1.983  4.297
C  0.805  -1.937  2.989
N  0.424  -0.796  2.419
C  -1.721  2.844  -1.745
C  -2.004  4.191  -1.480
C  -2.615  4.960  -2.446
C  -2.963  4.404  -3.682
C  -2.685  3.081  -3.968
C  -2.058  2.314  -2.998
H  -1.919  0.586  -4.162
H  -0.964  -0.822  -2.599
H  -0.099  2.533  2.921
H  0.975  1.316  4.986
H  1.709  -0.824  6.050
H  1.559  -2.934  4.725
H  0.719  -2.837  2.396
H  -1.737  4.613  -0.522
H  -2.831  6.002  -2.250
H  -3.456  5.016  -4.425
H  -2.949  2.654  -4.928
C  -6.062  0.216  0.890
C  -4.910  0.967  1.248
C  -3.670  0.420  1.144
C  -3.518  -0.919  0.666
C  -4.698  -1.691  0.356
C  -5.931  -1.116  0.460
N  -2.283  -1.447  0.531
N  -2.243  -2.742  0.141
C  -1.038  -3.215  -0.142
C  -0.883  -4.592  -0.413
C  0.375  -5.097  -0.657
C  1.464  -4.227  -0.649
C  1.258  -2.877  -0.394
N  0.049  -2.367  -0.154
H  -7.043  0.667  0.969
H  -5.031  1.975  1.622
H  -2.797  0.975  1.453
H  -4.584  -2.720  0.054
H  -6.814  -1.693  0.220
H  -1.768  -5.213  -0.405
H  0.516  -6.153  -0.850
H  2.464  -4.584  -0.849
H  2.082  -2.173  -0.401
C  6.001  -1.230  -1.511
N  6.103  0.112  -0.927
C  7.254  0.769  -0.723
C  6.944  2.016  -0.188
N  5.611  2.060  -0.080
C  5.037  0.894  -0.530
S  3.417  0.566  -0.608
H  6.821  -1.364  -2.211
H  5.055  -1.309  -2.037
H  6.067  -1.976  -0.722
H  8.220  0.353  -0.967
H  7.597  2.824  0.103
H  5.071  2.866  0.209

Results of the natural (NBO) charge analysis, in e, for atoms 1 through 4: 1.187, -0.461, 0.364, -0.592

=====

Q: Which relative energy (zero: lowest compared OMol25 entry of this formula, charge and spin) values were calculated for the entries above? A: 0.0; 0.0; 0.1; 0.0; 0.0; 0.0; 0.0, in kcal per mole.